C14H33BO5V | wB97M-V/def2-TZVPD

## Properties
- Highest occupied orbital energy (spin up / spin down): -5.700 / -7.015 eV
- Relative energy (zero: lowest compared OMol25 entry of this formula, charge and spin): 0.0 kJ/mol
- Gap between HOMO and LUMO (spin up / spin down): 6.32 / 7.63 eV
- E_tot: -1898.22376 Eh

Structure (ORCA input):
```
! RIJCOSX wB97M-V def2-TZVPD def2/J DEFGRID3
* xyz 0 4
V 0.015 0.332 0.230
B 1.108 2.246 0.898
H 1.506 1.536 1.794
H 1.328 1.699 -0.158
H -0.085 2.388 0.916
H 1.747 3.273 0.878
C -2.255 -2.264 -1.881
C -1.233 -2.624 -0.818
O -0.810 -1.561 -0.090
H -1.914 -1.462 -2.541
H -3.213 -1.959 -1.445
H -2.515 -3.116 -2.526
H -0.375 -3.141 -1.322
H -1.663 -3.403 -0.156
C -4.304 0.959 -0.734
C -3.182 1.632 0.019
O -2.054 1.199 -0.008
C -3.502 2.832 0.848
H -4.863 0.315 -0.056
H -3.899 0.401 -1.574
H -4.981 1.723 -1.128
H -3.491 3.721 0.214
H -2.747 2.936 1.624
H -4.479 2.761 1.330
C 3.004 -2.494 -0.836
C 2.956 -1.300 0.090
O 1.918 -0.727 0.322
C 4.220 -0.892 0.784
H 1.984 -2.773 -1.099
H 3.477 -3.316 -0.298
H 3.564 -2.271 -1.745
H 4.818 -0.286 0.098
H 4.800 -1.730 1.171
H 3.981 -0.264 1.643
C 0.691 -0.682 -3.690
C 0.488 0.676 -3.048
O -0.091 0.793 -1.992
C 1.086 1.867 -3.749
H 0.606 -1.461 -2.935
H 1.674 -0.701 -4.162
H -0.079 -0.815 -4.451
H 0.438 2.732 -3.640
H 1.189 1.645 -4.812
H 2.073 2.030 -3.318
C -0.556 0.946 4.316
C 0.179 -0.132 3.554
O 0.056 -0.225 2.357
C 1.195 -0.977 4.273
H -1.547 0.555 4.569
H -0.624 1.847 3.713
H -0.067 1.143 5.269
H 2.184 -0.801 3.843
H 1.013 -2.043 4.120
H 1.234 -0.767 5.340
*
```



C14H33Br2N6O10PS | wB97M-V/def2-TZVPD

## Properties
- Highest occupied orbital energy: -8.015 eV
- SMILES: CCCNP(CCCS)/C(Br)=C(\C)Br.C[N+](=O)[O-].C[N+](=O)[O-].C[N+](=O)[O-].C[N+](=O)[O-].C[N+](=O)[O-]
- Gap between HOMO and LUMO: 7.46 eV
- E_tot: -7521.16515 Eh

Structure (ORCA input):
```
! RIJCOSX wB97M-V def2-TZVPD def2/J DEFGRID3
* xyz 0 1
C 4.443 1.106 1.059
C 4.067 -0.213 0.247
C 2.567 -0.240 -0.244
N 2.062 1.068 -0.753
P 0.954 0.868 -2.114
C -0.627 -0.020 -1.596
C -0.741 -0.362 -0.049
C -2.238 -0.460 0.489
S -2.380 0.573 2.049
C 0.518 2.657 -2.598
Br 1.315 3.384 -4.254
C -0.315 3.485 -1.857
C -0.973 3.032 -0.510
Br -0.717 5.322 -2.510
H 4.186 1.993 0.411
H 5.549 1.085 1.304
H 3.820 1.097 2.012
H 4.176 -1.073 0.983
H 4.817 -0.385 -0.576
H 2.372 -1.098 -0.967
H 1.938 -0.485 0.672
H 2.891 1.519 -1.171
H -0.776 -0.948 -2.214
H -1.495 0.668 -1.843
H -0.150 0.323 0.624
H -0.279 -1.393 0.096
H -2.974 -0.135 -0.294
H -2.436 -1.537 0.746
H -1.230 0.213 2.738
H -1.213 3.886 0.189
H -0.245 2.365 0.030
H -1.922 2.441 -0.705
C -4.158 -5.099 -0.978
N -3.356 -3.948 -0.489
O -2.894 -3.190 -1.320
O -3.219 -3.845 0.713
H -4.195 -5.063 -2.063
H -3.667 -6.009 -0.637
H -5.156 -5.007 -0.553
C -0.511 -3.630 -3.588
N -0.013 -5.016 -3.783
O -0.660 -5.918 -3.284
O 1.006 -5.148 -4.427
H -1.423 -3.666 -2.996
H 0.266 -3.072 -3.066
H -0.705 -3.208 -4.572
C -2.133 -5.555 3.545
N -3.241 -6.514 3.782
O -3.425 -7.376 2.945
O -3.885 -6.368 4.800
H -1.649 -5.805 2.605
H -2.566 -4.558 3.502
H -1.435 -5.647 4.375
C 2.070 1.974 5.748
N 2.482 1.760 4.337
O 3.589 2.142 4.013
O 1.678 1.216 3.606
H 2.881 2.466 6.278
H 1.179 2.599 5.738
H 1.861 0.998 6.180
C 0.797 8.206 -3.015
N 1.040 9.610 -2.595
O 2.053 10.148 -2.997
O 0.205 10.120 -1.875
H 1.619 7.883 -3.649
H 0.744 7.599 -2.115
H -0.144 8.185 -3.561
*
```



C14H33N3O8S | wB97M-V/def2-TZVPD

## Properties
- Highest occupied orbital energy: -8.822 eV
- SMILES: O=[SH](=O)CCOCCOCO.CN(C)C=O.CN(C)C=O.CN(C)C=O
- Gap between HOMO and LUMO: 8.77 eV
- E_tot: -1717.39348 Eh

Structure (ORCA input):
```
! RIJCOSX wB97M-V def2-TZVPD def2/J DEFGRID3
* xyz 0 1
O 5.299 -0.628 1.095
S 5.223 0.687 0.232
O 4.774 0.369 -1.245
C 3.903 1.783 1.037
C 2.670 2.167 -0.023
O 1.575 2.695 0.828
C 0.403 3.079 0.027
C -0.429 1.793 -0.609
O -1.650 1.630 0.185
C -1.924 0.236 0.549
O -2.224 0.248 2.019
H 6.515 1.282 0.264
H 4.458 2.737 1.442
H 3.397 1.171 1.925
H 3.124 2.957 -0.761
H 2.369 1.147 -0.534
H -0.356 3.614 0.776
H 0.632 3.888 -0.806
H -0.760 2.134 -1.703
H 0.219 0.831 -0.751
H -1.033 -0.509 0.420
H -2.905 -0.189 0.045
H -1.824 1.134 2.337
C -4.791 3.077 -1.912
N -3.920 4.206 -1.662
C -3.956 5.332 -2.573
C -3.059 4.244 -0.586
O -2.298 5.164 -0.317
H -4.555 2.658 -2.895
H -5.830 3.421 -1.900
H -4.661 2.302 -1.151
H -2.961 5.473 -3.004
H -4.230 6.232 -2.015
H -4.683 5.159 -3.372
H -3.112 3.339 0.041
C -5.197 -4.156 -1.053
N -5.104 -2.744 -1.360
C -5.272 -2.314 -2.733
C -4.860 -1.797 -0.388
O -4.769 -0.591 -0.578
H -4.429 -4.692 -1.617
H -6.187 -4.517 -1.346
H -5.051 -4.338 0.015
H -4.365 -1.794 -3.056
H -6.115 -1.620 -2.787
H -5.458 -3.171 -3.386
H -4.748 -2.231 0.619
C 7.780 -4.400 3.243
N 6.423 -4.341 2.742
C 6.077 -3.317 1.778
C 5.450 -5.228 3.152
O 4.287 -5.235 2.770
H 8.017 -3.452 3.735
H 8.461 -4.557 2.402
H 7.901 -5.217 3.960
H 5.275 -2.697 2.190
H 5.717 -3.796 0.863
H 6.945 -2.692 1.550
H 5.820 -5.965 3.885
*
```



C14H33NO2P2S3Ti | wB97M-V/def2-TZVPD

## Properties
- Highest occupied orbital energy: -21.949 eV
- Gap between HOMO and LUMO: 7.91 eV
- E_tot: -3483.84623 Eh

Structure (ORCA input):
```
! RIJCOSX wB97M-V def2-TZVPD def2/J DEFGRID3
* xyz 4 1
Ti 0.140 -0.116 0.289
C -1.884 2.803 -0.085
C -2.127 2.515 1.383
S -1.656 0.818 1.850
C -0.656 1.098 3.349
C 0.555 1.989 3.130
S 1.647 1.356 1.811
C 2.036 2.821 0.821
C 0.840 3.460 0.148
S -0.262 2.268 -0.704
H -1.953 3.873 -0.288
H -2.613 2.316 -0.721
H -3.190 2.613 1.608
H -1.594 3.199 2.039
H -0.380 0.104 3.702
H -1.321 1.525 4.102
H 1.153 2.022 4.041
H 0.284 3.012 2.881
H 2.784 2.481 0.107
H 2.533 3.536 1.480
H 1.175 4.172 -0.607
H 0.215 4.005 0.853
C 2.618 1.194 -2.369
P 1.596 -0.208 -1.853
C 2.716 -1.624 -1.816
C 0.414 -0.517 -3.207
C -0.660 -1.516 -2.780
P -1.670 -0.840 -1.413
C -2.804 0.321 -2.221
C -2.746 -2.173 -0.836
H 2.048 2.121 -2.419
H 2.983 0.964 -3.373
H 3.483 1.311 -1.715
H 3.254 -1.641 -2.767
H 2.173 -2.562 -1.705
H 3.435 -1.525 -1.004
H 0.980 -0.889 -4.065
H -0.018 0.441 -3.508
H -0.225 -2.466 -2.458
H -1.333 -1.749 -3.609
H -3.288 -0.236 -3.026
H -2.293 1.180 -2.657
H -3.582 0.649 -1.533
H -3.365 -2.480 -1.681
H -3.395 -1.825 -0.033
H -2.170 -3.026 -0.487
N 0.139 -4.417 2.655
C 1.193 -3.480 2.145
C 0.625 -2.277 1.435
O -0.592 -2.008 1.355
O 1.459 -1.449 0.904
H 0.569 -5.143 3.244
H -0.359 -4.907 1.904
H -0.567 -3.944 3.230
H 1.867 -4.021 1.482
H 1.787 -3.131 2.991
*
```



C14H33O5PRuS5 | wB97M-V/def2-TZVPD

## Properties
- Highest occupied orbital energy (spin up / spin down): -10.599 / -10.556 eV
- Relative energy (zero: lowest compared OMol25 entry of this formula, charge and spin): 69.3 kJ/mol
- Gap between HOMO and LUMO (spin up / spin down): 7.50 / 6.81 eV
- E_tot: -3356.43753 Eh

Structure (ORCA input):
```
! RIJCOSX wB97M-V def2-TZVPD def2/J DEFGRID3
* xyz 1 2
Ru -0.090 -0.575 0.056
S 0.900 -4.995 0.127
C 0.700 -3.392 0.128
S 0.126 -2.402 1.447
S 0.920 -2.260 -1.158
C -2.740 -3.941 0.562
O -2.888 -2.545 0.217
P -2.200 -1.155 0.487
O -3.148 -0.248 -0.403
C -4.589 -0.274 -0.268
O -2.671 -0.662 1.933
C -2.143 -0.988 3.229
H -3.648 -4.233 1.084
H -1.871 -4.117 1.179
H -2.654 -4.493 -0.369
H -4.919 0.752 -0.127
H -4.896 -0.879 0.581
H -5.007 -0.683 -1.184
H -2.435 -0.178 3.890
H -1.060 -1.060 3.216
H -2.580 -1.922 3.578
O 1.499 0.764 -0.682
S 2.842 1.390 -0.312
C 3.025 2.740 -1.512
C 4.257 2.432 -2.361
C 4.266 0.914 -2.530
C 4.093 0.365 -1.119
H 3.056 3.690 -0.982
H 2.105 2.675 -2.096
H 5.164 2.757 -1.846
H 4.210 2.962 -3.311
H 5.185 0.548 -2.986
H 3.429 0.598 -3.155
H 5.005 0.468 -0.524
H 3.735 -0.662 -1.049
C -1.906 1.419 -2.616
S -0.668 0.130 -2.387
C -1.617 -1.229 -3.113
H -2.821 1.175 -2.090
H -2.088 1.527 -3.684
H -1.496 2.353 -2.232
H -1.974 -0.912 -4.092
H -2.459 -1.498 -2.481
H -0.955 -2.080 -3.228
C -1.177 2.308 1.052
C -0.069 2.137 2.061
O 0.467 0.804 2.010
C 1.624 0.713 2.882
C 2.511 -0.483 2.606
H -1.440 3.364 0.967
H -2.073 1.757 1.333
H -0.850 1.981 0.060
H -0.438 2.328 3.072
H 0.748 2.839 1.868
H 1.257 0.687 3.911
H 2.190 1.639 2.756
H 2.161 -1.386 3.095
H 3.516 -0.265 2.971
H 2.580 -0.698 1.541
*
```



C14H34Cl8O8P2 | wB97M-V/def2-TZVPD

## Properties
- Highest occupied orbital energy: -10.536 eV
- Relative energy (zero: lowest compared OMol25 entry of this formula, charge and spin): 265.0 kJ/mol
- SMILES: COP(=O)(OC)OC.COP(=O)(OC)OC.ClCCCl.ClCCCl.ClCCCl.ClCCCl
- Gap between HOMO and LUMO: 10.87 eV
- E_tot: -5520.08756 Eh

Structure (ORCA input):
```
! RIJCOSX wB97M-V def2-TZVPD def2/J DEFGRID3
* xyz 0 1
C 11.463 -4.310 -2.684
O 11.016 -4.560 -3.991
P 9.902 -3.551 -4.570
O 10.113 -2.188 -4.051
O 10.121 -3.762 -6.135
C 11.306 -4.422 -6.673
O 8.416 -4.204 -4.418
C 7.371 -3.724 -5.168
H 10.824 -3.541 -2.251
H 12.474 -3.919 -2.566
H 11.209 -5.175 -2.072
H 12.142 -4.569 -5.989
H 11.752 -3.805 -7.453
H 11.060 -5.414 -7.053
H 6.836 -2.950 -4.616
H 6.610 -4.413 -5.534
H 7.762 -3.010 -5.893
C -2.709 9.802 5.754
O -2.457 8.394 5.544
P -3.694 7.491 4.971
O -5.017 7.685 5.605
O -3.050 6.030 4.972
C -3.865 5.053 4.510
O -3.709 7.863 3.385
C -4.680 8.685 2.871
H -3.314 10.006 6.637
H -3.380 10.178 4.981
H -1.847 10.464 5.677
H -3.366 4.465 3.739
H -4.854 5.452 4.285
H -3.925 4.207 5.195
H -5.072 8.261 1.947
H -4.356 9.686 2.585
H -5.621 8.724 3.420
Cl -6.737 2.482 -4.621
C -7.130 2.760 -2.903
C -6.567 4.121 -2.412
Cl -4.808 4.058 -2.007
H -6.660 1.914 -2.402
H -8.187 2.538 -2.752
H -7.005 4.369 -1.446
H -6.802 4.979 -3.042
Cl -13.051 -2.737 2.940
C -11.491 -3.568 3.123
C -10.352 -2.861 2.370
Cl -9.938 -1.300 3.122
H -11.619 -4.606 2.814
H -11.104 -3.667 4.138
H -10.452 -2.779 1.288
H -9.411 -3.360 2.602
Cl 6.481 -8.199 3.183
C 7.078 -6.947 2.001
C 6.071 -5.785 1.956
Cl 4.523 -6.215 1.110
H 7.137 -7.419 1.020
H 8.047 -6.553 2.309
H 6.429 -4.907 1.418
H 5.897 -5.339 2.935
Cl -0.137 -1.444 -2.336
C -1.361 -2.433 -1.623
C -2.612 -1.533 -1.346
Cl -3.877 -2.582 -0.608
H -1.011 -2.859 -0.683
H -1.581 -3.289 -2.261
H -2.966 -0.978 -2.214
H -2.263 -0.788 -0.631
*
```



C14H34F6N6O14S6 | wB97M-V/def2-TZVPD

## Properties
- Highest occupied orbital energy: -10.006 eV
- Gap between HOMO and LUMO: 8.82 eV
- E_tot: -4923.66873 Eh

Structure (ORCA input):
```
! RIJCOSX wB97M-V def2-TZVPD def2/J DEFGRID3
* xyz 0 1
C 6.597 -17.676 21.500
C 6.254 -17.872 20.012
O 5.476 -18.773 19.599
N 6.924 -16.958 19.066
H 6.893 -16.035 19.476
H 7.912 -17.166 19.019
C 6.460 -16.915 17.588
H 6.406 -16.672 21.878
H 7.553 -18.024 21.891
H 5.808 -18.150 22.083
H 6.964 -16.163 16.981
H 5.392 -16.713 17.676
H 6.817 -17.849 17.154
C 4.995 -13.553 16.537
C 3.460 -13.618 16.533
O 2.791 -13.797 17.533
N 2.785 -13.674 15.205
H 3.383 -13.106 14.623
H 2.763 -14.644 14.926
C 1.360 -13.035 15.311
H 5.355 -13.818 17.531
H 5.390 -12.574 16.263
H 5.233 -14.377 15.865
H 1.037 -13.089 14.271
H 1.510 -12.011 15.653
H 0.713 -13.654 15.933
C 2.235 -21.185 17.912
C 3.323 -22.206 17.595
C 4.341 -21.611 16.536
N 5.535 -22.563 16.236
C 4.974 -23.926 15.824
C 6.475 -22.680 17.428
C 7.411 -21.474 17.303
C 7.421 -20.959 15.877
C 6.434 -21.829 15.178
H 1.590 -20.999 17.054
H 2.632 -20.208 18.188
H 1.517 -21.489 18.674
H 2.930 -23.171 17.272
H 3.892 -22.374 18.509
H 4.732 -20.667 16.916
H 3.960 -21.386 15.540
H 5.734 -24.450 15.245
H 4.218 -23.785 15.052
H 4.646 -24.415 16.741
H 7.213 -23.473 17.548
H 5.812 -22.794 18.285
H 8.409 -21.698 17.678
H 7.120 -20.639 17.940
H 8.356 -21.025 15.319
H 7.166 -19.914 15.697
H 7.088 -22.583 14.741
H 5.992 -21.259 14.361
N 6.855 -14.658 20.377
S 6.452 -13.855 21.833
O 5.896 -12.486 21.653
O 7.049 -14.348 23.066
F 5.229 -14.858 22.035
S 8.158 -13.807 20.296
O 9.316 -14.375 21.052
O 8.041 -12.365 20.111
F 8.513 -14.203 18.718
N 9.430 -17.929 18.689
S 10.310 -18.224 17.542
O 10.110 -19.544 16.919
O 11.611 -17.529 17.460
F 9.395 -17.507 16.409
S 10.535 -18.511 19.809
O 11.212 -17.464 20.618
O 11.217 -19.731 19.609
F 9.408 -19.029 20.846
N 2.294 -16.177 14.769
S 1.231 -17.209 14.998
O 0.976 -17.830 16.297
O 0.554 -17.833 13.875
F 0.232 -15.926 15.138
S 3.393 -17.443 14.444
O 3.544 -17.763 13.061
O 3.451 -18.465 15.449
F 4.802 -16.582 14.776
*
```



C14H34HfIO4PSi2 | wB97M-V/def2-TZVPD

## Properties
- Highest occupied orbital energy: -18.801 eV
- Gap between HOMO and LUMO: 1.13 eV
- E_tot: -2118.98651 Eh

Structure (ORCA input):
```
! RIJCOSX wB97M-V def2-TZVPD def2/J DEFGRID3
* xyz 4 1
C 5.473 3.812 -0.793
C 4.043 3.542 -0.359
C 3.579 2.130 -0.728
C 2.467 1.614 0.233
Si 1.106 0.574 -0.641
C -0.580 0.695 0.168
C -1.674 0.145 -0.795
C -2.582 -0.971 -0.230
P -4.251 -0.506 0.201
O -4.938 -1.583 0.970
O -4.387 0.916 0.769
C -4.158 1.057 2.231
C -5.362 1.684 2.866
O -5.077 -0.443 -1.192
C -6.429 -0.141 -1.231
C -7.241 -1.094 -2.084
O 1.626 -0.999 -0.880
Si 2.354 -1.969 0.209
C 3.486 -3.181 -0.628
C 4.437 -4.022 0.252
C 5.898 -3.617 0.226
I 6.759 -3.724 -1.707
H 5.725 4.856 -0.645
H 5.620 3.598 -1.846
H 6.180 3.233 -0.203
H 3.370 4.265 -0.811
H 3.972 3.668 0.725
H 4.438 1.454 -0.695
H 3.132 2.119 -1.715
H 2.926 1.088 1.123
H 1.969 2.483 0.661
H 0.968 1.202 -1.958
H -0.645 0.277 1.170
H -0.741 1.768 0.285
H -2.258 0.971 -1.183
H -1.182 -0.291 -1.661
H -2.159 -1.429 0.658
H -2.715 -1.746 -0.983
H -3.953 0.089 2.692
H -3.284 1.686 2.353
H -5.146 1.836 3.919
H -5.535 2.659 2.420
H -6.247 1.065 2.780
H -6.531 0.850 -1.762
H -6.840 0.007 -0.231
H -6.655 -1.976 -2.323
H -7.582 -0.675 -3.036
H -8.157 -1.298 -1.516
H 1.396 -2.666 1.079
H 3.154 -1.049 1.234
H 4.006 -2.706 -1.459
H 2.760 -3.856 -1.085
H 4.400 -5.046 -0.106
H 4.081 -4.056 1.281
H 6.108 -2.644 0.662
H 6.488 -4.332 0.800
Hf 4.213 0.474 2.270
*
```



Question: Among the records above, which one has the highest E_tot?
Answer: C14H33N3O8S



Question: The lowest E_tot belongs to which entry?
Answer: C14H33Br2N6O10PS